Entry 1:
Here is a gas-phase ion, C22H21N2O2 (charge +1) from the Open Molecules 2025 dataset. Energies are from the ωB97M-V functional and the def2-TZVPD basis.

ORCA input file:
```
! RIJCOSX wB97M-V def2-TZVPD def2/J DEFGRID3
* xyz 1 1
C 2.2187 3.5002 -5.5660
C 2.7342 2.8191 -4.3469
C 4.0269 2.3205 -4.2633
C 4.4679 1.6717 -3.1070
C 5.8555 1.1401 -3.0083
C 3.5694 1.5282 -2.0665
N 2.3238 2.0189 -2.1440
C 1.3470 1.7086 -1.1369
C 0.2934 0.7404 -1.7767
O 0.3060 0.6051 -2.9806
C -0.6323 0.0941 -0.8727
C -0.7229 0.3695 0.4999
C -1.6440 -0.2747 1.2886
C -2.5109 -1.2346 0.7420
N -3.4549 -1.8935 1.4812
C -3.6193 -2.0346 2.8599
O -4.7133 -2.3095 3.2870
C -2.4124 -1.9294 3.7119
C -2.5301 -1.3419 4.9691
C -1.4387 -1.2964 5.8168
C -0.2345 -1.8602 5.4269
C -0.1222 -2.4735 4.1886
C -1.2040 -2.5091 3.3288
C -2.4430 -1.4882 -0.6379
C -1.5242 -0.8436 -1.4230
C 1.9019 2.6461 -3.2455
H 3.0139 3.6743 -6.2843
H 1.7555 4.4511 -5.3108
H 1.4559 2.8805 -6.0361
H 4.7026 2.4315 -5.0979
H 6.0273 0.3990 -3.7872
H 6.5760 1.9420 -3.1594
H 6.0394 0.6805 -2.0421
H 3.8436 1.0163 -1.1565
H 0.8175 2.6115 -0.8224
H 1.8233 1.2412 -0.2762
H -0.0919 1.1143 0.9591
H -1.7161 -0.0243 2.3341
H -4.2370 -2.2757 0.9583
H -3.4808 -0.9249 5.2642
H -1.5308 -0.8330 6.7870
H 0.6140 -1.8352 6.0937
H 0.8094 -2.9344 3.8963
H -1.1196 -3.0056 2.3728
H -3.1219 -2.2034 -1.0773
H -1.4657 -1.0456 -2.4814
H 0.8935 3.0294 -3.2498
*
```

Output
- relative energy (zero: lowest compared OMol25 entry of this formula, charge and spin) (kcal/mol) = 0.0
- SMILES = Cc1cc(C)c[n+](CC(=O)c2ccc(NC(=O)c3ccccc3)cc2)c1


Entry 2:
Here is a single C22H21N3 molecule at a distorted geometry from the Open Molecules 2025 dataset. Energies are from the ωB97M-V functional and the def2-TZVPD basis.

ORCA input file:
```
! RIJCOSX wB97M-V def2-TZVPD def2/J DEFGRID3
* xyz 0 1
C -2.2342 4.2970 0.3867
C -1.9314 3.9271 1.8536
C -2.8883 2.8528 2.3753
C -0.4517 3.4483 1.9800
C -0.1731 2.1010 1.4310
N 0.1968 1.9047 0.1958
C 0.3329 0.5273 0.0598
C 0.7317 -0.2667 -1.0163
C 1.0571 0.3014 -2.3237
C 2.1287 -0.1772 -3.0918
C 2.5305 0.4979 -4.2363
C 1.8869 1.6462 -4.6799
C 0.7511 2.0839 -3.9891
C 0.3525 1.4413 -2.8241
C 0.7717 -1.6475 -0.7792
C 0.4915 -2.1875 0.5189
C 0.5219 -3.6556 0.7696
C 0.5799 -4.6542 -0.2367
C 0.6234 -6.0236 0.0925
C 0.5536 -6.4547 1.4466
C 0.5236 -5.4822 2.4543
C 0.4710 -4.1206 2.1189
N 0.1033 -1.3847 1.5332
C 0.0613 -0.0702 1.2531
N -0.1813 0.9288 2.1298
H -2.0829 3.4468 -0.2924
H -1.5203 5.1049 0.0917
H -3.2494 4.6539 0.2225
H -2.0490 4.8440 2.4518
H -3.9110 3.2631 2.3404
H -2.8987 1.9491 1.7481
H -2.6570 2.5258 3.4155
H 0.2320 4.1330 1.4468
H -0.1736 3.4583 3.0058
H 2.7161 -0.9802 -2.6687
H 3.4524 0.1740 -4.7237
H 2.2707 2.1753 -5.5489
H 0.1744 2.9639 -4.2971
H -0.4878 1.8446 -2.2663
H 1.0020 -2.3051 -1.5988
H 0.5859 -4.4086 -1.2766
H 0.6580 -6.8007 -0.6826
H 0.6349 -7.4903 1.6923
H 0.5025 -5.7813 3.5107
H 0.4361 -3.3893 2.9264
H -0.4446 0.7862 3.0811
*
```

Output
- relative energy (zero: lowest compared OMol25 entry of this formula, charge and spin) (kcal/mol) = 0.0
- SMILES = CC(C)Cc1nc2c(-c3ccccc3)cc(-c3ccccc3)nc2[nH]1


Entry 3:
Here is a single C22H21N3O7S molecule at a distorted geometry from the Open Molecules 2025 dataset. Energies are from the ωB97M-V functional and the def2-TZVPD basis.

ORCA input file:
```
! RIJCOSX wB97M-V def2-TZVPD def2/J DEFGRID3
* xyz 0 1
O -1.8803 -3.0076 2.3011
C -2.3317 -2.6159 1.2516
C -3.8012 -2.8460 0.8775
O -4.3613 -1.6408 0.3630
C -5.1588 -1.7234 -0.7062
O -5.4666 -2.7425 -1.2544
C -5.6332 -0.3395 -1.1373
N -4.7179 0.6933 -0.7287
C -3.3678 0.6540 -1.0181
O -2.8421 -0.2069 -1.6874
C -2.7719 1.8145 -0.3261
C -1.4668 2.2575 -0.2640
C -1.2033 3.3853 0.5090
C -2.2181 4.0421 1.1869
C -3.5359 3.5945 1.1248
C -3.7965 2.4740 0.3646
C -5.0620 1.7444 0.1253
O -6.1727 1.9446 0.5372
N -1.6435 -1.9604 0.2836
C -0.3593 -1.4192 0.3505
C 0.1442 -0.8247 -0.8105
C 1.3758 -0.2025 -0.7904
C 2.1055 -0.1761 0.3840
S 3.6512 0.7173 0.3801
O 4.2707 0.5949 1.6724
O 3.4088 2.0406 -0.1213
N 4.4774 -0.1318 -0.8180
C 4.9955 -1.4071 -0.3354
C 6.5327 -1.3152 -0.3850
C 6.8018 0.1774 -0.5842
C 5.5862 0.6080 -1.4019
C 1.6326 -0.7851 1.5293
C 0.4009 -1.4163 1.5185
H -4.3480 -3.1392 1.7781
H -3.8911 -3.6413 0.1271
H -5.7599 -0.3486 -2.2246
H -6.5989 -0.1276 -0.6659
H -0.6752 1.7461 -0.7880
H -0.1884 3.7460 0.5792
H -1.9839 4.9145 1.7780
H -4.3289 4.0987 1.6545
H -2.1391 -1.7219 -0.5706
H -0.4504 -0.8368 -1.7115
H 1.7830 0.2784 -1.6653
H 4.6334 -1.5647 0.6819
H 4.6140 -2.2101 -0.9720
H 6.9142 -1.8822 -1.2349
H 6.9882 -1.7008 0.5239
H 7.7444 0.3745 -1.0903
H 6.7901 0.6935 0.3762
H 5.3637 1.6719 -1.3481
H 5.6882 0.3069 -2.4496
H 2.2320 -0.7459 2.4251
H 0.0200 -1.8928 2.4062
*
```

Output
- relative energy (zero: lowest compared OMol25 entry of this formula, charge and spin) (kcal/mol) = 0.0
- SMILES = O=C(COC(=O)CN1C(=O)c2ccccc2C1=O)Nc1ccc(S(=O)(=O)N2CCCC2)cc1


Entry 4:
Here is a molecular structure, C22H21N6Pd from the Open Molecules 2025 dataset. Energies are from the ωB97M-V functional and the def2-TZVPD basis.

ORCA input file:
```
! RIJCOSX wB97M-V def2-TZVPD def2/J DEFGRID3
* xyz -1 1
Pd 0.2227 0.0822 0.7009
C 1.6248 -2.1492 -4.2116
C 1.2515 -2.7242 -3.0009
C 1.3478 -2.0131 -1.8200
C 1.8087 -0.6836 -1.7847
C 2.1878 -0.1191 -3.0189
C 2.0928 -0.8408 -4.1978
N 1.8144 -0.0192 -0.5823
C 2.7816 0.9290 -0.2406
C 4.0106 1.1319 -0.8642
C 4.8941 2.1172 -0.4184
C 4.5661 2.9024 0.6746
C 3.3749 2.6803 1.3596
C 2.5050 1.6760 0.9400
N 1.3840 1.2774 1.6234
N 0.8478 2.0650 2.6193
C -0.3570 1.7089 2.9218
C -1.0963 2.3172 4.0023
C -2.3325 1.8746 4.3261
C -2.9279 0.7942 3.6043
C -2.2143 0.2589 2.5701
N -1.0016 0.6953 2.1837
H 1.5577 -2.7069 -5.1372
H 0.8962 -3.7497 -2.9774
H 1.0899 -2.4695 -0.8732
H 2.5235 0.9084 -3.0491
H 2.3823 -0.3630 -5.1278
H 4.2900 0.5198 -1.7112
H 5.8331 2.2652 -0.9394
H 5.2408 3.6819 1.0103
H 3.1113 3.2536 2.2377
H -0.6160 3.1224 4.5415
H -2.8713 2.3373 5.1456
H -3.9010 0.4012 3.8622
H -2.6159 -0.5633 1.9849
C -4.6338 0.3476 -1.0164
C -3.4954 -0.5684 -0.7247
C -3.4454 -1.9124 -0.4137
C -2.0928 -2.1938 -0.1569
N -1.3538 -1.0990 -0.3060
N -2.2322 -0.1325 -0.6645
C -1.4927 -3.5000 0.2440
H -5.5331 -0.2254 -1.2330
H -4.4189 0.9872 -1.8729
H -4.8310 0.9865 -0.1535
H -4.2731 -2.6007 -0.3799
H -1.8833 0.8128 -0.7205
H -2.2107 -4.3051 0.0931
H -1.2062 -3.4863 1.2970
H -0.6031 -3.7091 -0.3456
*
```

Output
- relative energy (zero: lowest compared OMol25 entry of this formula, charge and spin) (kcal/mol) = 8.3


Entry 5:
Here is a single C22H21NO5 molecule at a distorted geometry from the Open Molecules 2025 dataset. Energies are from the ωB97M-V functional and the def2-TZVPD basis.

ORCA input file:
```
! RIJCOSX wB97M-V def2-TZVPD def2/J DEFGRID3
* xyz 0 1
C -0.7422 -3.2972 3.8017
C 0.3909 -3.6916 2.8652
O 0.6528 -2.6723 1.8983
C -0.1021 -2.6760 0.8018
O -1.0103 -3.4350 0.5971
C 0.3193 -1.5691 -0.1509
C 1.7681 -1.7520 -0.6082
O 2.3142 -2.8321 -0.6057
C 2.4157 -0.5385 -1.0879
C 1.8547 0.6852 -1.0756
C 2.5494 1.8546 -1.6140
C 1.8415 2.8900 -2.2270
C 2.5008 3.9846 -2.7494
C 3.8833 4.0979 -2.6631
C 4.5977 5.2775 -3.2429
C 4.5890 3.0747 -2.0387
C 3.9383 1.9707 -1.5280
C 0.4781 0.8920 -0.5116
C 0.1482 -0.1942 0.5130
C -1.2425 -0.0668 1.0779
C -1.4378 0.0278 2.4523
C -2.7107 0.0897 2.9974
C -3.8199 0.0680 2.1743
C -3.6264 -0.0128 0.8014
N -4.7707 -0.0157 -0.0780
O -5.8701 -0.0576 0.4294
O -4.5614 0.0363 -1.2711
C -2.3557 -0.0864 0.2505
H -0.9000 -4.0871 4.5301
H -1.6590 -3.1525 3.2352
H -0.5006 -2.3758 4.3259
H 0.1400 -4.6173 2.3387
H 1.3299 -3.8148 3.4082
H -0.3186 -1.6443 -1.0389
H 3.4020 -0.6898 -1.5020
H 0.7682 2.8276 -2.3233
H 1.9323 4.7668 -3.2316
H 5.4741 5.5303 -2.6507
H 3.9421 6.1433 -3.2959
H 4.9329 5.0453 -4.2544
H 5.6634 3.1476 -1.9514
H 4.5071 1.2015 -1.0283
H -0.2488 0.8620 -1.3288
H 0.4115 1.8769 -0.0438
H 0.8690 -0.1287 1.3353
H -0.5776 0.0459 3.1052
H -2.8360 0.1533 4.0672
H -4.8233 0.1144 2.5678
H -2.2669 -0.1671 -0.8220
*
```

Output
- relative energy (zero: lowest compared OMol25 entry of this formula, charge and spin) (kcal/mol) = 59.1
- SMILES = CCOC(=O)[C@@H]1C(=O)C=C(c2ccc(C)cc2)C[C@H]1c1cccc([N+](=O)[O-])c1


Entry 6:
Here is a molecular structure, C22H22AsMnN3S4 at a distorted geometry from the Open Molecules 2025 dataset. Energies are from the ωB97M-V functional and the def2-TZVPD basis.

ORCA input file:
```
! RIJCOSX wB97M-V def2-TZVPD def2/J DEFGRID3
* xyz 0 2
Mn -0.0960 -0.0341 -0.3004
S -2.6856 -3.7302 -0.5973
As -2.4001 -1.7108 -0.1606
S -1.4382 -0.5965 -1.8597
S -0.5858 -1.4671 1.2173
S -4.0859 -0.7275 0.5883
C 1.2582 6.2563 2.0996
C 1.9789 6.0969 0.7892
C 2.7693 7.1102 0.2637
C 3.4503 6.9502 -0.9336
C 3.3296 5.7627 -1.6369
C 2.5308 4.7440 -1.1443
C 1.8696 4.9011 0.0714
N 1.0253 3.8883 0.5932
C 1.1521 2.5514 0.3687
N 2.4034 2.0873 0.2562
C 2.8100 0.7832 -0.0806
C 1.8672 -0.2178 -0.3356
C 2.3576 -1.4768 -0.7052
C 3.7135 -1.7177 -0.8150
C 4.6207 -0.7059 -0.5299
C 4.1905 0.5571 -0.1596
C 5.1816 1.6512 0.1485
N 0.1049 1.7509 0.3488
C -1.1949 2.3811 0.4332
C -1.7005 2.9986 -0.7137
C -2.9127 3.6581 -0.6820
C -3.6436 3.6868 0.4979
C -3.1566 3.0484 1.6229
C -1.9193 2.4067 1.6287
C -1.3909 1.8174 2.9052
H 1.5541 7.1791 2.5933
H 1.4796 5.4179 2.7625
H 0.1741 6.2832 1.9559
H 2.8608 8.0416 0.8091
H 4.0664 7.7501 -1.3216
H 3.8435 5.6283 -2.5795
H 2.4081 3.8298 -1.7120
H 0.1154 4.1848 0.9136
H 3.1323 2.7746 0.3626
H 1.6604 -2.2821 -0.9010
H 4.0699 -2.6960 -1.1103
H 5.6829 -0.9087 -0.5935
H 6.1921 1.2523 0.0991
H 5.0334 2.0592 1.1521
H 5.1133 2.4731 -0.5706
H -1.1278 2.9374 -1.6323
H -3.2857 4.1414 -1.5752
H -4.5924 4.2053 0.5364
H -3.7375 3.0461 2.5369
H -2.2181 1.4773 3.5253
H -0.8194 2.5632 3.4658
H -0.7302 0.9792 2.7155
*
```

Output
- E (a.u.) = -5995.32737


Entry 7:
Here is a molecular structure, C22H22BrCl2N2O9P2W from the Open Molecules 2025 dataset. Energies are from the ωB97M-V functional and the def2-TZVPD basis.

ORCA input file:
```
! RIJCOSX wB97M-V def2-TZVPD def2/J DEFGRID3
* xyz 1 3
W 0.0510 0.4657 -0.3622
Cl 3.0122 -0.3498 -1.9013
C 1.3739 0.3488 -2.1061
Cl -1.0682 1.5710 -2.1920
H 0.8635 -0.3246 -2.7998
H 1.4981 1.3021 -2.6040
C -5.4042 0.9562 1.2804
C -5.0814 2.1299 0.6121
C -3.7558 2.4470 0.3653
C -2.7671 1.5714 0.7902
C -3.0743 0.3901 1.4479
C -4.4025 0.0909 1.7009
N -1.3910 1.8910 0.5417
N -1.0558 3.0578 0.7984
C 0.2843 3.3345 0.4906
C 0.7494 4.6018 0.8130
C 2.0742 4.9098 0.5547
C 2.8921 3.9514 -0.0250
C 2.4041 2.6876 -0.3559
C 1.0814 2.3397 -0.1053
H -6.4405 0.7140 1.4739
H -5.8633 2.7996 0.2809
H -3.4775 3.3512 -0.1579
H -2.2867 -0.2755 1.7756
H -4.6555 -0.8192 2.2279
H 0.0722 5.3169 1.2606
H 2.4645 5.8883 0.7983
H 3.9278 4.1879 -0.2335
H 3.0802 1.9817 -0.8195
C 3.5456 -0.6700 1.6051
C 2.3197 -1.3137 2.2455
O 2.6493 -2.1417 3.3527
P 1.1745 -0.0533 2.8557
O 0.3217 -0.6414 4.0249
O 1.9120 1.1795 3.4802
O 0.3395 0.4470 1.7052
P 1.3545 -2.3012 1.0309
O 0.0492 -2.5568 1.9214
O 2.0870 -3.4935 0.5998
O 0.9369 -1.3048 -0.0840
H 4.1648 -0.2244 2.3824
H 3.2701 0.0989 0.8817
H 4.1197 -1.4340 1.0801
H 3.0330 -2.9621 3.0097
H 0.0881 -1.5760 3.8905
H 2.2138 1.0707 4.3925
H -0.7278 -2.8476 1.3781
Br 1.2936 -5.6068 -3.9066
C 0.2982 -4.0956 -3.7212
C 0.0630 -3.2693 -4.8560
C -0.6718 -2.1318 -4.6948
C -1.1654 -1.7886 -3.4173
C -0.9433 -2.6207 -2.3027
C -0.2208 -3.7713 -2.4399
C -1.3987 -2.2045 -0.9221
O -1.5908 -3.0752 -0.0887
O -1.4901 -0.9329 -0.7510
H 0.4730 -3.5552 -5.8142
H -0.8674 -1.4763 -5.5321
H -1.7107 -0.8616 -3.2731
H -0.0254 -4.4030 -1.5829
*
```

Output
- relative energy (zero: lowest compared OMol25 entry of this formula, charge and spin) (kcal/mol) = 27.2


Entry 8:
Here is a molecular structure, C22H22Cl2N8 at a distorted geometry from the Open Molecules 2025 dataset. Energies are from the ωB97M-V functional and the def2-TZVPD basis.

ORCA input file:
```
! RIJCOSX wB97M-V def2-TZVPD def2/J DEFGRID3
* xyz 0 1
C 0.1709 2.2658 -1.8180
C 1.2198 2.0554 -0.7654
N 2.4625 1.7965 -1.1051
C 3.2140 1.4651 -0.1027
N 2.8961 1.4306 1.0688
C 1.5782 1.8577 1.5940
C 0.5870 2.0784 0.7306
H -0.3436 2.5282 0.7121
C 1.2475 2.0289 2.9025
H 0.7571 2.8482 3.2144
H 0.6481 1.3282 3.2816
H 2.1101 2.0933 3.4818
N 4.4678 1.0072 -0.5267
C 4.6910 0.8344 -1.7336
H 4.1671 1.4206 -2.5813
H 5.6764 0.7261 -1.8245
C 4.1187 -0.8436 -1.8787
N 3.9637 -1.3506 -0.5435
C 2.9342 -1.3024 -0.0156
N 2.8892 -1.4591 1.4964
C 1.7820 -1.6331 2.0219
N 0.4608 -1.6000 1.8623
C 0.4711 -1.5455 0.4318
N -0.7200 -1.7342 -0.1689
N -0.3991 -1.5608 -1.9007
C 0.9777 -1.5449 -1.8130
C 1.5569 -1.6970 -0.5479
H 1.3364 -1.3603 -2.8265
C -2.0514 -2.0966 0.2712
C -2.8733 -0.9221 0.1350
C -2.4120 0.5278 -0.0119
C -3.3021 1.4798 -0.1789
C -4.6074 1.3335 -0.0941
C -5.1792 -0.1180 -0.1002
C -4.3203 -1.1312 0.0157
Cl -4.9165 -2.4524 0.1091
H -6.1948 -0.1474 -0.2915
Cl -5.7150 2.6566 0.0341
H -2.8972 2.5536 -0.0583
H -1.4732 0.7030 0.1900
H -1.7724 -2.4316 1.3686
H -2.5277 -2.8284 -0.1648
H 1.8921 -1.7156 3.2119
C 5.1460 -1.1952 0.1877
H 5.9484 -1.2751 -0.5254
H 5.3149 -1.7392 1.0416
C 5.3245 0.3376 0.5839
H 4.9363 0.4617 1.5637
H 6.2962 0.9134 0.4195
H 4.5885 -1.2273 -2.5289
H 3.1158 -0.5645 -2.4099
H -0.3276 1.3593 -2.2089
H 0.8541 2.6746 -2.8744
H -0.5904 2.8955 -1.5441
*
```

Output
- E (a.u.) = -2209.39992